The ion C8H8N2O3P with charge -1 at a distorted geometry, computed with wB97M-V/def2-TZVPD.

Structure (XYZ):
```
22
Properties=species:S:1:pos:R:3
N -1.39 2.25 1.66
C -1.15 1.10 1.04
C -1.38 -0.50 1.59
C -0.67 -1.22 0.68
C -0.25 -2.58 0.71
C 0.65 -3.04 -0.19
C 1.08 -2.22 -1.21
C 0.76 -0.90 -1.29
C -0.11 -0.37 -0.35
N -0.38 0.94 -0.07
P 0.11 2.24 -1.05
O -0.51 3.49 -0.60
O -0.05 1.74 -2.45
O 1.73 2.26 -0.63
H -1.03 3.02 1.14
H -0.93 2.22 2.61
H -2.03 -0.58 2.38
H -0.78 -3.21 1.48
H 1.03 -4.00 -0.08
H 1.94 -2.54 -1.90
H 1.02 -0.27 -2.13
H 2.33 2.16 -1.37
```

## Properties
- ΔE to the lowest compared entry with this formula, charge and spin (kJ/mol) = 81.6
- charge = -1
- SMILES = Nc1cc2ccccc2n1[P@](=O)([O-])O
- E_HOMO (eV) = -3.3
- gap between HOMO and LUMO (eV) = 6.889

A cluster of 2 separate species, C8H8N3O in total at a distorted geometry, computed with wB97M-V/def2-TZVPD.

Structure (XYZ):
```
20
Properties=species:S:1:pos:R:3
C -1.04 0.37 -1.79
C -1.87 0.49 0.38
C -2.05 -0.30 -2.34
C -2.81 -0.39 -0.02
C -0.87 0.86 -0.52
C -2.94 -0.71 -1.34
C 4.37 -0.83 1.58
C 2.86 1.01 1.07
N -4.12 -1.53 -1.77
N 3.44 0.21 1.75
N 1.94 1.73 0.70
O -5.21 -1.34 -1.37
H 4.70 -0.66 0.58
H -1.83 0.71 1.40
H -2.08 -0.58 -3.39
H -3.63 -0.65 0.66
H 3.82 -1.76 1.83
H 5.10 -0.66 2.27
H 0.11 1.39 -0.18
H 2.11 2.66 0.47
```

## Properties
- ΔE to the lowest compared entry with this formula, charge and spin (kJ/mol) = 688.8
- charge = +1
- E_HOMO (spin up / spin down) (eV) = -12.6 / -12.6
- gap between HOMO and LUMO (spin up / spin down) (eV) = 4.417 / 5.519

The ion C8H8N3O with charge +1 at a distorted geometry, computed with wB97M-V/def2-TZVPD.

Structure (XYZ):
```
20
Properties=species:S:1:pos:R:3
C -2.53 0.91 0.67
C -1.36 1.08 -0.27
C -2.33 -0.96 -0.34
C 2.24 -0.80 -0.44
C 2.61 -0.70 0.78
C 1.10 0.03 -0.70
C 1.73 0.28 1.38
C -0.02 -0.80 -1.23
N -3.12 -0.21 0.47
N -1.27 -0.22 -0.85
N 0.77 0.64 0.60
O -0.22 1.50 0.75
H -2.86 1.90 1.15
H -1.25 1.91 -1.05
H -2.75 -1.92 -0.45
H 2.57 -1.51 -1.19
H 3.62 -1.05 1.19
H 1.30 0.87 -1.51
H -0.17 -1.77 -1.35
H 1.94 0.84 2.37
```

## Properties
- ΔE to the lowest compared entry with this formula, charge and spin (kJ/mol) = 582.7
- charge = +1
- E_HOMO (spin up / spin down) (eV) = -11.6 / -12.2
- gap between HOMO and LUMO (spin up / spin down) (eV) = 6.753 / 7.309

The ion C8H8N3O3 with charge -1 at a distorted geometry, computed with wB97M-V/def2-TZVPD.

Structure (XYZ):
```
22
Properties=species:S:1:pos:R:3
N 3.47 -0.94 0.19
C 2.17 -1.10 0.63
O 1.68 -1.58 1.61
C 1.15 -0.36 -0.70
N 1.11 -1.32 -1.80
N 2.12 -1.54 -2.49
O 3.24 -0.98 -2.28
O 2.09 -2.30 -3.44
C -0.29 -0.01 -0.29
C -0.57 1.40 -0.14
C -1.90 1.80 0.23
C -2.81 0.84 0.51
C -2.62 -0.52 0.22
C -1.27 -0.89 -0.05
H 3.44 -1.09 -0.89
H 4.20 -1.36 0.77
H 1.89 0.49 -1.01
H 0.22 2.02 -0.48
H -2.32 2.81 0.19
H -3.85 1.20 0.55
H -3.45 -1.11 0.20
H -1.07 -1.88 -0.49
```

## Properties
- ΔE to the lowest compared entry with this formula, charge and spin (kJ/mol) = 476.0
- charge = -1
- SMILES = NC(=O)[C@@H](N=[N+]([O-])[O-])c1ccccc1
- E_HOMO (eV) = -4.4
- gap between HOMO and LUMO (eV) = 7.765

A cluster of 2 separate species, C8H8N4O4 in total at a distorted geometry, computed with wB97M-V/def2-TZVPD.

Structure (XYZ):
```
24
Properties=species:S:1:pos:R:3
O -0.87 -2.65 -0.46
C -1.21 -1.48 -0.44
C -1.68 -0.65 -1.55
C -1.99 0.62 -1.28
N -1.88 1.19 -0.07
C -1.56 0.49 1.09
O -1.52 1.06 2.16
N -1.30 -0.84 0.86
H -1.68 -1.08 -2.56
H -2.31 1.31 -2.03
H -2.12 2.17 0.03
H -0.92 -1.40 1.62
O 1.08 2.70 -0.63
C 1.28 1.47 -0.56
C 1.41 0.54 -1.69
C 1.74 -0.73 -1.43
N 1.86 -1.22 -0.14
C 1.66 -0.46 1.01
O 1.65 -0.91 2.17
N 1.32 0.84 0.70
H 1.15 0.94 -2.74
H 2.07 -1.46 -2.18
H 2.21 -2.13 0.16
H 1.16 1.46 1.46
```

## Properties
- ΔE to the lowest compared entry with this formula, charge and spin (kJ/mol) = 76.0
- charge = 0
- SMILES = O=c1cc[nH]c(=O)[nH]1.O=c1cc[nH]c(=O)[nH]1
- E_HOMO (eV) = -9.3
- gap between HOMO and LUMO (eV) = 9.494

A cluster of 2 separate species, C8H8NO2 in total at a distorted geometry, computed with wB97M-V/def2-TZVPD.

Structure (XYZ):
```
19
Properties=species:S:1:pos:R:3
C -1.33 -2.28 -0.82
C -1.52 -1.39 -1.86
C -0.70 -1.88 0.37
C -1.19 -0.07 -1.77
C -0.50 -0.53 0.38
C -1.46 4.29 1.26
C -0.02 0.91 0.55
C 1.42 1.40 0.49
N -0.61 0.31 -0.64
O -2.04 5.06 1.89
O -0.91 3.54 0.54
H -1.69 -3.24 -1.05
H -1.87 -1.70 -2.85
H -0.75 -2.54 1.30
H -1.30 0.69 -2.45
H -0.58 1.65 1.15
H 2.16 0.99 1.17
H 1.38 2.49 0.75
H 1.89 1.09 -0.53
```

## Properties
- ΔE to the lowest compared entry with this formula, charge and spin (kJ/mol) = 0.0
- charge = +1
- E_HOMO (eV) = -14.8
- gap between HOMO and LUMO (eV) = 10.391

Q: Among the records above, which one has the lowest ΔE to the lowest compared entry with this formula, charge and spin?
A: C8H8NO2

Q: Number 1 is which compound?
A: C8H8N2O3P

What did the first record say?
The ion C8H8N2O3P with charge -1 at a distorted geometry, computed with wB97M-V/def2-TZVPD.

Structure (XYZ):
```
22
Properties=species:S:1:pos:R:3
N -1.39 2.25 1.66
C -1.15 1.10 1.04
C -1.38 -0.50 1.59
C -0.67 -1.22 0.68
C -0.25 -2.58 0.71
C 0.65 -3.04 -0.19
C 1.08 -2.22 -1.21
C 0.76 -0.90 -1.29
C -0.11 -0.37 -0.35
N -0.38 0.94 -0.07
P 0.11 2.24 -1.05
O -0.51 3.49 -0.60
O -0.05 1.74 -2.45
O 1.73 2.26 -0.63
H -1.03 3.02 1.14
H -0.93 2.22 2.61
H -2.03 -0.58 2.38
H -0.78 -3.21 1.48
H 1.03 -4.00 -0.08
H 1.94 -2.54 -1.90
H 1.02 -0.27 -2.13
H 2.33 2.16 -1.37
```

## Properties
- ΔE to the lowest compared entry with this formula, charge and spin (kJ/mol) = 81.6
- charge = -1
- SMILES = Nc1cc2ccccc2n1[P@](=O)([O-])O
- E_HOMO (eV) = -3.3
- gap between HOMO and LUMO (eV) = 6.889